1 | The following is a quantum chemistry calculation of a 2-piece molecular cluster, C4H12 overall, from the Open Molecules 2025 dataset.

Summary:
Kohn-Sham gap   0.4448 Ha
HOMO level   -11.00 eV
E_LUMO   1.100 eV

Atoms and positions in Å:
C: 0.940 -2.854 -0.034
C: -1.590 2.705 0.354
C: -0.689 1.536 -0.036
C: 1.356 -1.402 -0.275
H: 0.850 -3.333 -1.013
H: 2.153 -1.072 0.409
H: -2.354 3.015 -0.374
H: 0.277 1.956 -0.349
H: 0.068 -2.951 0.606
H: -0.893 0.745 0.679
H: 1.761 -3.415 0.428
H: -2.150 2.508 1.256
H: 1.855 -1.275 -1.238
H: 0.512 -0.743 -0.133
H: -1.103 3.674 0.528
H: -0.806 1.058 -1.029

Results of the Löwdin charge analysis, in e, for atoms 1 through 8:
1 C -0.166
2 C -0.180
3 C -0.187
4 C -0.168
5 H 0.060
6 H 0.068
7 H 0.062
8 H 0.073


2 | The following is a quantum chemistry calculation of a 2-piece molecular cluster, C4H12 overall, from the Open Molecules 2025 dataset.

Summary:
Kohn-Sham gap   0.4742 Ha
HOMO level   -11.72 eV
E_LUMO   1.186 eV

Atoms and positions in Å:
C: 2.035 0.231 -0.373
C: -2.159 -1.028 -0.377
C: -1.629 0.408 -0.381
C: 1.806 0.380 1.125
H: -2.375 -1.333 -1.401
H: -3.066 -1.140 0.218
H: 1.935 -0.572 1.632
H: -1.982 1.002 -1.219
H: -1.851 0.936 0.548
H: -1.412 -1.712 0.011
H: -0.544 0.421 -0.475
H: 1.423 -0.558 -0.806
H: 3.060 0.091 -0.719
H: 0.864 0.886 1.344
H: 1.721 1.159 -0.858
H: 2.510 1.096 1.557

Results of the Löwdin charge analysis, in e, for atoms 1 through 8:
1 C -0.186
2 C -0.157
3 C -0.163
4 C -0.168
5 H 0.060
6 H 0.060
7 H 0.063
8 H 0.062


3 | The following is a quantum chemistry calculation of a 2-piece molecular cluster, C4H12 overall, from the Open Molecules 2025 dataset.

Summary:
Kohn-Sham gap   0.4562 Ha
HOMO level   -11.31 eV
E_LUMO   1.103 eV

Atoms and positions in Å:
C: -0.749 0.288 -1.330
C: -0.294 -0.274 -2.672
C: 1.232 0.034 1.890
C: -0.267 -0.070 2.220
H: 1.684 0.926 2.421
H: -0.245 -0.005 -0.524
H: -0.801 0.269 1.425
H: 0.466 0.313 -3.300
H: -0.561 0.628 3.106
H: -0.937 -0.539 -3.505
H: -0.621 -1.145 2.197
H: 1.553 0.267 0.826
H: 1.747 -0.785 2.293
H: 0.161 -1.268 -2.482
H: -0.557 1.399 -1.375
H: -1.811 -0.038 -1.191

Results of the Löwdin charge analysis, in e, for atoms 1 through 8:
1 C -0.158
2 C -0.187
3 C -0.175
4 C -0.167
5 H 0.074
6 H -0.040
7 H -0.024
8 H 0.083


4 | The following is a quantum chemistry calculation of a 2-piece molecular cluster, C4H12 overall, from the Open Molecules 2025 dataset.

Summary:
Kohn-Sham gap   0.4636 Ha
HOMO level   -11.51 eV
E_LUMO   1.107 eV

Atoms and positions in Å:
C: -2.610 -0.119 0.103
C: 2.724 1.552 -0.019
C: -2.142 -1.535 0.317
C: 2.034 0.213 -0.347
H: -2.952 -2.250 0.169
H: -3.473 0.166 0.698
H: 2.157 -0.658 0.302
H: 3.335 1.786 -0.885
H: -1.335 -1.825 -0.360
H: -1.907 0.629 0.498
H: 0.976 0.358 -0.581
H: 2.015 2.352 0.136
H: 2.402 -0.266 -1.262
H: -1.756 -1.933 1.267
H: -2.741 0.105 -0.951
H: 3.271 1.426 0.915

Results of the Löwdin charge analysis, in e, for atoms 1 through 8:
1 C -0.175
2 C -0.153
3 C -0.188
4 C -0.178
5 H 0.057
6 H 0.058
7 H 0.059
8 H 0.059


Most stable: 2. Least stable: 3.


1 | The following is a quantum chemistry calculation of a 2-piece molecular cluster, C4H12 overall, from the Open Molecules 2025 dataset.

Summary:
Kohn-Sham gap   0.4544 Ha
HOMO level   -11.16 eV
E_LUMO   1.207 eV

Atoms and positions in Å:
C: 1.514 -0.267 0.788
C: 0.623 -1.508 0.835
C: -1.311 1.257 -0.147
C: -0.897 0.440 -1.399
H: -0.705 1.003 0.728
H: 0.648 -1.911 1.850
H: -0.450 -1.354 0.602
H: 1.664 0.021 1.842
H: -2.374 1.366 0.005
H: 0.046 0.800 -1.834
H: 0.861 -2.139 -0.029
H: -0.554 -0.593 -1.340
H: 1.153 0.614 0.279
H: 2.410 -0.575 0.241
H: -0.942 2.282 -0.280
H: -1.687 0.564 -2.140

Results of the Löwdin charge analysis, in e, for atoms 1 through 8:
1 C -0.170
2 C -0.180
3 C -0.158
4 C -0.168
5 H 0.037
6 H 0.066
7 H 0.049
8 H 0.074


2 | The following is a quantum chemistry calculation of a 2-piece molecular cluster, C4H12 overall, from the Open Molecules 2025 dataset.

Summary:
Kohn-Sham gap   0.4715 Ha
HOMO level   -11.68 eV
E_LUMO   1.146 eV

Atoms and positions in Å:
C: 0.167 -1.207 1.874
C: 0.723 0.803 -2.414
C: -0.646 0.313 -1.946
C: -0.227 0.104 2.537
H: -1.289 0.296 2.614
H: 0.261 0.203 3.511
H: 1.139 0.088 -3.121
H: -0.723 -1.821 1.708
H: 0.579 1.727 -2.987
H: -1.161 1.058 -1.328
H: 0.785 -1.873 2.474
H: -1.261 0.140 -2.828
H: 1.428 0.984 -1.603
H: 0.212 0.956 2.006
H: 0.606 -1.165 0.871
H: -0.594 -0.608 -1.368

Results of the Löwdin charge analysis, in e, for atoms 1 through 8:
1 C -0.176
2 C -0.173
3 C -0.176
4 C -0.167
5 H 0.058
6 H 0.060
7 H 0.058
8 H 0.058


3 | The following is a quantum chemistry calculation of a 2-piece molecular cluster, C4H12 overall, from the Open Molecules 2025 dataset.

Summary:
Kohn-Sham gap   0.4553 Ha
HOMO level   -11.30 eV
E_LUMO   1.090 eV

Atoms and positions in Å:
C: 2.338 2.005 0.631
C: -1.919 -2.271 -0.213
C: 1.399 1.060 -0.341
C: -1.725 -0.730 -0.136
H: 1.566 -0.043 -0.338
H: 0.529 1.096 0.361
H: -0.825 -0.389 -0.268
H: 1.306 1.348 -1.395
H: -0.995 -2.660 0.213
H: 3.346 1.953 0.385
H: -2.175 -2.667 -1.182
H: 2.209 1.732 1.636
H: -2.558 -0.411 -0.675
H: -2.842 -2.529 0.229
H: -2.009 -0.687 0.860
H: 1.887 2.870 0.526

Results of the Löwdin charge analysis, in e, for atoms 1 through 8:
1 C -0.098
2 C -0.145
3 C -0.125
4 C -0.111
5 H 0.055
6 H 0.050
7 H -0.035
8 H 0.059


4 | The following is a quantum chemistry calculation of a 2-piece molecular cluster, C4H12 overall, from the Open Molecules 2025 dataset.

Summary:
Kohn-Sham gap   0.4488 Ha
HOMO level   -11.17 eV
E_LUMO   1.047 eV

Atoms and positions in Å:
C: -1.076 0.637 -2.566
C: 0.761 -1.411 1.892
C: 0.293 1.144 -1.957
C: 0.109 -0.245 2.510
H: 1.410 -2.016 2.544
H: -0.016 -2.227 1.666
H: -1.900 0.463 -1.955
H: 0.460 0.402 -1.252
H: 1.422 -1.176 0.998
H: -0.364 -0.642 3.403
H: 1.035 1.278 -2.714
H: -0.023 1.883 -1.320
H: -0.444 0.412 1.997
H: -1.212 -0.388 -2.994
H: -1.290 1.389 -3.300
H: 0.836 0.497 3.049

Results of the Löwdin charge analysis, in e, for atoms 1 through 8:
1 C -0.153
2 C -0.207
3 C -0.109
4 C -0.197
5 H 0.061
6 H 0.089
7 H 0.026
8 H 0.019


Most stable: 2. Least stable: 3.


1 | The following is a quantum chemistry calculation of C6H10O as an isolated structure, from the Open Molecules 2025 dataset.

Summary:
Kohn-Sham gap   0.2850 Ha
HOMO level   -7.89 eV
E_LUMO   -0.133 eV

Atoms and positions in Å:
O: -0.075 2.166 -0.029
C: 0.768 -0.118 0.021
C: -1.220 -1.256 -0.197
C: 0.084 -1.218 0.413
C: 2.240 0.121 0.075
C: -0.151 0.887 -0.633
C: -1.525 0.177 -0.601
H: -2.186 0.658 0.128
H: -2.041 0.220 -1.566
H: -0.278 2.051 0.910
H: 0.146 1.059 -1.674
H: 2.447 1.159 0.355
H: 2.744 -0.555 0.772
H: 0.510 -2.057 0.959
H: -2.162 -1.855 0.744
H: -2.230 -1.559 1.508
H: 2.674 -0.036 -0.921

Results of the Löwdin charge analysis, in e, for atoms 1 through 8:
1 O -0.020
2 C -0.229
3 C -0.068
4 C -0.128
5 C -0.035
6 C -0.356
7 C -0.160
8 H 0.121


2 | The following is a quantum chemistry calculation of a 2-piece molecular cluster, C6H10O overall, from the Open Molecules 2025 dataset.

Summary:
Kohn-Sham gap   0.3790 Ha
HOMO level   -9.37 eV
E_LUMO   0.943 eV

Atoms and positions in Å:
O: -0.670 0.137 1.879
C: 0.710 -1.317 -0.437
C: 1.727 -0.202 -0.575
C: 1.449 1.087 -0.376
C: -0.562 0.300 0.682
C: 0.072 1.530 0.079
C: -0.746 -0.809 -0.318
H: 0.928 -1.883 0.479
H: -3.219 -0.188 0.898
H: -2.755 -0.170 1.478
H: -0.516 1.904 -0.770
H: 2.213 1.854 -0.495
H: 2.745 -0.501 -0.821
H: 0.793 -2.008 -1.279
H: 0.125 2.303 0.847
H: -1.411 -1.596 0.051
H: -1.135 -0.439 -1.277

Results of the Löwdin charge analysis, in e, for atoms 1 through 8:
1 O 0.045
2 C -0.173
3 C -0.097
4 C -0.085
5 C -0.485
6 C -0.109
7 C -0.137
8 H 0.124


Most stable: 2. Least stable: 1.


1 | The following is a quantum chemistry calculation of C6H10O as an isolated structure, from the Open Molecules 2025 dataset.

Summary:
Kohn-Sham gap   0.3147 Ha
HOMO level   -7.77 eV
E_LUMO   0.794 eV

Atoms and positions in Å:
O: 0.426 1.232 0.918
C: -0.772 0.419 -0.619
C: -1.222 -0.979 -0.114
C: 0.167 -1.205 0.536
C: -0.767 1.579 0.371
C: 0.637 0.147 -0.032
C: 1.958 0.284 -0.732
H: 0.715 -2.063 0.133
H: -0.974 0.678 -1.661
H: -2.083 -0.973 0.557
H: -1.415 -1.668 -0.942
H: 2.776 0.124 -0.021
H: -1.704 1.828 1.131
H: 0.190 -1.248 1.628
H: 2.049 -0.456 -1.534
H: 2.062 1.286 -1.160
H: -2.046 1.015 1.541

Results of the Löwdin charge analysis, in e, for atoms 1 through 8:
1 O -0.032
2 C -0.192
3 C -0.125
4 C -0.078
5 C -0.086
6 C -0.464
7 C 0.002
8 H 0.113


2 | The following is a quantum chemistry calculation of an isolated molecule of C6H10O, from the Open Molecules 2025 dataset.

Summary:
Kohn-Sham gap   0.3765 Ha
HOMO level   -9.08 eV
E_LUMO   1.166 eV

Atoms and positions in Å:
O: -0.126 1.279 -0.385
C: 1.903 -0.005 0.236
C: -2.168 0.151 0.419
C: -0.133 -1.102 -0.379
C: -0.675 0.183 0.314
C: 1.317 1.237 -0.413
C: 1.197 -1.136 0.285
H: 1.686 2.109 0.143
H: 1.614 1.384 -1.460
H: -0.756 -1.997 -0.257
H: -2.606 -0.057 -0.556
H: -2.585 1.055 0.864
H: -0.291 0.240 1.346
H: 1.331 -1.873 1.069
H: -2.377 -0.694 1.089
H: -0.041 -0.935 -1.466
H: 2.757 0.122 0.890

Results of the Löwdin charge analysis, in e, for atoms 1 through 8:
1 O -0.109
2 C -0.095
3 C -0.043
4 C -0.127
5 C -0.439
6 C -0.170
7 C -0.119
8 H 0.118


Most stable: 2. Least stable: 1.